Record 1
12 unconnected molecules or ions with the total composition C22H19Cl44NO4. Source: the Open Molecules 2025 dataset; level of theory: wB97M-V/def2-TZVPD.

Values from the calculation:
Highest occupied orbital energy   -8.80 eV
SMILES string   COCCCC[C@@H]1OC(=O)O[C@H]1N=C(C)C.ClC(Cl)(Cl)Cl.ClC(Cl)(Cl)Cl.ClC(Cl)(Cl)Cl.ClC(Cl)(Cl)Cl.ClC(Cl)(Cl)Cl.ClC(Cl)(Cl)Cl.ClC(Cl)(Cl)Cl.ClC(Cl)(Cl)Cl.ClC(Cl)(Cl)Cl.ClC(Cl)(Cl)Cl.ClC(Cl)(Cl)Cl
Kohn-Sham gap   8.70 eV

Geometry as XYZ:
```
90
Properties=species:S:1:pos:R:3:forces:R:3
C -1.648822 3.637340 3.707690 0.24 -0.44 0.10
O -0.981956 2.406699 3.490619 0.30 -0.51 -0.18
C -1.678413 1.538922 2.599895 -0.85 0.95 0.37
C -2.676758 0.665869 3.345814 0.15 -0.72 -0.73
C -2.097565 -0.619371 3.982141 -0.02 0.63 0.22
C -0.575607 -0.710193 3.973036 -0.16 -0.16 0.37
C 0.070989 -0.014781 5.165321 0.40 -1.22 0.07
O -0.764127 0.831400 5.947421 -0.48 -0.03 0.69
C 0.126863 1.407927 6.802379 0.31 0.10 -1.07
O 0.001937 1.590913 7.965532 -0.23 0.40 -0.26
O 1.221699 1.728497 6.044360 1.08 -0.03 0.95
C 1.322013 0.846100 4.913175 -1.07 0.87 0.29
N 2.480714 0.008278 4.824923 -1.57 -1.34 -0.20
C 2.807428 -0.230772 3.600036 -0.01 0.97 0.46
C 3.197524 0.894046 2.676342 -1.37 -0.26 -0.40
C 2.821735 -1.624813 3.075011 1.87 -0.01 0.30
H -1.452387 3.938884 4.729122 0.19 0.24 0.12
H -2.727977 3.545602 3.614658 -0.20 -0.06 -0.19
H -1.251255 4.355204 2.996073 -0.17 0.42 -0.01
H -0.995040 0.978521 1.968198 0.17 0.23 0.41
H -2.254287 2.173849 1.928704 -0.06 0.05 -0.32
H -3.426612 0.364474 2.614300 -0.13 -0.06 -0.13
H -3.220265 1.265571 4.064165 0.08 0.21 0.30
H -2.530339 -1.509040 3.537297 0.01 -0.06 -0.30
H -2.404660 -0.635057 5.021807 -0.10 -0.16 0.21
H -0.320304 -1.757975 4.093482 0.10 -0.24 -0.08
H -0.115890 -0.416239 3.035598 -0.03 0.29 -0.20
H 0.321088 -0.831109 5.843618 0.49 0.02 0.14
H 1.049218 1.420718 4.024177 0.58 0.31 -0.11
H 2.739787 1.825106 2.985055 0.16 0.26 0.20
H 4.276180 0.996362 2.723812 0.21 -0.10 -0.15
H 2.846926 0.697128 1.665990 0.37 0.00 -0.31
H 3.512791 -1.685445 2.239192 -0.06 -0.30 -0.27
H 1.835055 -1.947114 2.770815 -0.35 0.23 -0.10
H 3.156816 -2.296138 3.857895 -0.04 -0.21 0.18
Cl -0.944838 -0.760446 0.286587 -0.08 -0.16 -0.31
C -1.521049 0.035203 -1.193791 0.04 -0.13 -0.11
Cl -3.051661 -0.694811 -1.696960 0.16 0.16 0.30
Cl -1.772668 1.760921 -0.900987 -0.01 -0.10 0.16
Cl -0.317915 -0.177003 -2.464798 0.11 -0.14 0.24
Cl 0.390763 -2.750024 -5.177051 -0.19 -0.16 0.14
C -1.288932 -2.772760 -5.724325 0.08 0.04 0.03
Cl -2.281982 -1.894407 -4.557596 0.57 -0.11 -0.39
Cl -1.411506 -1.989441 -7.305679 0.04 0.01 0.01
Cl -1.850528 -4.437337 -5.846585 -0.06 -0.05 -0.01
Cl -0.638050 2.836407 -3.620875 0.05 0.29 -0.27
C -0.220082 3.326637 -5.265335 -0.05 -0.02 -0.02
Cl -1.432272 4.460112 -5.871106 0.03 0.00 0.01
Cl 1.367929 4.105680 -5.264987 -0.01 0.00 0.00
Cl -0.179550 1.898180 -6.305933 -0.03 0.00 0.01
Cl 2.256149 -1.002099 8.067500 0.07 -0.08 -0.12
C 1.669154 -1.586471 9.621930 -0.03 0.12 0.02
Cl 0.291930 -2.670870 9.366688 0.01 0.00 -0.02
Cl 2.960784 -2.469067 10.449915 -0.01 -0.01 0.00
Cl 1.159897 -0.213973 10.602241 0.00 -0.05 0.06
Cl -5.001412 -1.979701 -3.904821 -0.93 -0.28 0.06
C -6.588263 -1.716170 -3.162519 -0.10 0.19 0.04
Cl -6.426198 -1.781967 -1.402777 0.00 -0.04 0.02
Cl -7.176038 -0.119837 -3.639260 -0.02 0.03 0.02
Cl -7.764869 -2.936576 -3.670942 0.14 0.81 0.13
Cl 2.275767 -1.003640 -7.116699 0.20 0.21 -0.17
C 3.563819 -0.521209 -6.007843 0.02 0.00 -0.01
Cl 5.048710 -0.231419 -6.916099 -0.11 -0.04 0.11
Cl 3.097611 0.956587 -5.161582 0.02 -0.03 0.01
Cl 3.831079 -1.814272 -4.827154 -0.01 -0.02 0.01
Cl -4.991525 -7.136289 -6.008078 0.03 0.06 0.02
C -6.695702 -6.679544 -6.065672 -0.11 -0.06 0.05
Cl -7.676011 -8.024909 -5.470464 -0.01 0.01 0.00
Cl -6.978951 -5.255820 -5.046778 0.29 -0.58 -0.42
Cl -7.152965 -6.309413 -7.731020 0.02 0.01 0.02
Cl -10.285265 -3.250219 -0.299877 0.01 0.00 0.00
C -9.929925 -4.975231 -0.448476 -0.02 0.00 0.00
Cl -11.440381 -5.890953 -0.452966 0.02 0.02 0.00
Cl -9.058281 -5.262235 -1.956537 -0.10 -0.27 0.15
Cl -8.931188 -5.490277 0.914289 0.00 0.01 -0.01
Cl 3.007416 6.281020 3.021282 0.00 0.02 -0.02
C 1.864540 6.070044 4.354491 0.02 -0.07 0.00
Cl 1.476423 4.360172 4.533594 0.09 0.07 0.06
Cl 2.586381 6.673769 5.848611 -0.01 0.00 -0.02
Cl 0.385748 6.977865 4.007856 0.00 0.01 -0.01
Cl 6.685589 1.307177 -9.247214 0.10 0.05 -0.16
C 7.204692 2.831946 -8.519553 0.02 0.04 0.03
Cl 8.509283 2.517646 -7.372725 -0.04 0.01 -0.02
Cl 7.775625 3.924318 -9.784446 -0.01 -0.02 0.01
Cl 5.840681 3.569830 -7.672574 -0.01 -0.01 0.00
Cl 10.853868 3.070954 -4.533434 0.00 -0.01 -0.01
C 11.419499 1.412603 -4.763248 0.03 -0.01 0.01
Cl 10.033758 0.357244 -5.059219 0.01 -0.02 0.03
Cl 12.511001 1.350666 -6.150274 -0.02 0.01 0.00
Cl 12.273415 0.874045 -3.314379 -0.01 0.01 -0.02
```
Positions in Å, forces in eV/Å.

Löwdin population analysis, charges in e, atoms 1 to 5: -0.121 -0.226 -0.268 -0.143 -0.157



Record 2
A molecular structure, C22H19Cl4N5O4PbS3. Source: the Open Molecules 2025 dataset; level of theory: wB97M-V/def2-TZVPD.

Values from the calculation:
Total charge   -2
ΔE to the lowest compared entry with this formula, charge and spin   22.9 kcal per mole
Highest occupied orbital energy   -2.54 eV
Kohn-Sham gap   6.58 eV

Geometry as XYZ:
```
58
Properties=species:S:1:pos:R:3:forces:R:3
Pb 0.727658 -1.153612 0.139485 -0.32 1.11 0.84
C -4.072028 -0.038128 -6.569828 0.76 -0.12 -2.27
S -2.412241 0.779248 -6.853225 -0.73 -0.27 -0.28
C -1.323485 -0.110213 -5.705587 -0.17 -0.33 0.09
S -2.059727 -1.151434 -4.564690 0.87 -0.05 0.03
N -0.087653 0.272708 -5.896407 -1.22 0.51 -0.33
N 0.825000 -0.258092 -5.056100 0.59 -0.20 0.90
C 1.595411 0.576066 -4.482476 1.37 -0.23 0.24
C 2.655215 0.177910 -3.506238 1.22 -0.54 0.71
C 3.082852 1.114309 -2.509622 0.17 -1.99 -0.77
C 3.908840 0.701465 -1.462881 -1.06 -1.46 -2.07
C 4.303462 -0.644011 -1.481578 -0.60 0.20 0.64
C 3.941200 -1.481872 -2.524749 -0.19 1.69 -0.32
N 3.205370 -1.062681 -3.553154 -1.15 0.35 -0.04
H -3.898765 -0.451517 -5.576161 -0.55 -0.43 -0.02
H -4.255712 -0.849666 -7.434363 0.23 1.80 2.18
H -4.815631 0.787166 -6.581053 0.32 -0.70 -0.10
H 1.620628 1.656296 -4.651135 -0.64 0.07 -0.25
H 2.713922 2.092350 -2.587959 -0.53 1.26 0.20
H 4.086373 1.342633 -0.657066 0.49 0.78 1.13
H 4.701714 -1.100774 -0.598701 0.66 0.00 0.33
H 4.262863 -2.498547 -2.537142 0.20 -0.64 -0.09
Cl 5.571752 0.580861 4.879116 0.84 0.44 0.39
C 4.167489 -0.132158 4.232585 0.14 0.35 -0.27
C 3.613909 -1.212354 4.848996 -0.95 -0.66 -0.56
Cl 4.307231 -1.902339 6.225316 0.46 -0.49 1.12
C 2.502658 -1.821053 4.255881 -1.48 -1.18 -0.17
Cl 1.553767 -3.122394 5.043541 0.86 0.53 -0.03
C 1.941837 -1.438129 3.028425 -0.14 -0.80 1.16
O 0.919330 -1.980422 2.441267 0.07 -0.06 -0.17
C 2.490163 -0.263153 2.517399 0.12 2.42 -1.68
O 1.880169 0.346540 1.531739 -0.55 -0.64 -1.40
C 3.591530 0.366787 3.067955 0.37 0.06 0.63
Cl 4.166205 1.891351 2.435115 -0.25 -0.37 -0.17
O 0.068415 0.650759 -1.377352 -0.15 -0.11 -0.63
N -1.160320 0.993399 -1.777781 1.40 0.53 0.99
C -1.242114 1.587729 -3.006433 1.17 -0.10 0.92
C -2.409064 2.132216 -3.410532 -1.49 -0.57 0.20
C -3.554581 2.046287 -2.570721 -0.53 -0.42 -0.23
C -3.437187 1.401706 -1.341203 0.84 0.83 -0.13
C -2.176019 0.889655 -0.871138 -0.65 -0.62 -0.68
S -1.867187 0.011168 0.639167 -0.29 0.54 -0.86
H -0.276009 1.649358 -3.574161 -1.40 -0.38 0.76
H -2.450311 2.318568 -4.456849 -0.31 0.85 -0.61
H -4.612033 2.372087 -2.893065 2.01 -0.36 0.39
H -4.302063 1.456030 -0.701477 0.05 -0.53 0.35
C -2.769371 0.288748 6.492746 2.66 -0.06 -1.50
N -2.298537 -0.753465 5.540660 -0.32 0.62 -0.03
C -1.461761 -0.486518 4.372849 1.44 -0.07 1.46
C -2.931049 -1.913600 5.577082 -1.99 -1.84 1.64
O -3.837061 -2.209734 6.396952 1.39 0.61 -1.15
H -3.810392 0.301532 6.568075 -1.62 -0.23 0.20
H -2.424251 1.230574 6.054943 -0.07 0.02 0.31
H -2.284326 0.134116 7.454665 -0.18 0.04 0.12
H -1.925524 0.081235 3.623632 -0.76 1.15 -0.86
H -1.184802 -1.404478 3.924640 -0.01 -1.20 -0.47
H -0.459923 -0.103460 4.623259 -0.52 0.41 0.22
H -2.605812 -2.687053 4.855318 0.10 0.49 0.00
```
Positions in Å, forces in eV/Å.

Löwdin population analysis, charges in e, atoms 1 to 5: 1.337 -0.457 0.689 -1.169 0.476



Record 3
A molecular structure, C22H19ClF4IrN3O2S. Source: the Open Molecules 2025 dataset; level of theory: wB97M-V/def2-TZVPD.

Values from the calculation:
Total charge   +1
ΔE to the lowest compared entry with this formula, charge and spin   87.3 kcal per mole
Highest occupied orbital energy (spin up / spin down)   -10.44 / -10.44 eV
Kohn-Sham gap (spin up / spin down)   6.22 / 4.76 eV
2S+1   2
<S²>   0.80

Geometry as XYZ:
```
53
Properties=species:S:1:pos:R:3:forces:R:3
Ir -0.249388 0.457462 -0.042519 0.24 0.21 -4.23
C 1.735513 0.403558 -2.535275 0.54 0.25 -0.17
N 0.596583 -0.418953 -2.139019 0.01 0.60 2.13
C -0.381220 -0.439652 -3.220094 -0.63 0.09 -0.23
C 0.978983 -1.789008 -1.778414 0.17 -0.35 0.42
C 1.736775 -1.907684 -0.453373 0.10 -0.29 -0.87
N 1.015068 -1.284184 0.621941 -1.63 1.15 0.09
C 1.378901 -1.469089 1.892955 0.01 -0.05 0.57
C 0.673090 -0.757541 2.901568 -0.76 0.83 -0.19
F -0.327148 0.061530 2.487345 0.64 -0.62 1.24
C 0.980638 -0.802535 4.241695 -0.23 0.13 -0.12
F 0.278869 -0.052202 5.092645 0.18 -0.17 -0.19
C 2.009706 -1.610365 4.700024 -0.13 0.04 -0.39
C 2.692725 -2.373888 3.764880 0.05 -0.10 -0.24
F 3.660466 -3.187910 4.182701 -0.12 0.15 -0.19
C 2.408866 -2.315296 2.407784 0.47 -0.28 -0.09
F 3.151873 -3.073920 1.585100 -0.32 0.34 0.32
H 2.183840 0.025121 -3.461773 -0.10 -0.05 0.03
H 2.495715 0.409954 -1.757988 -0.05 0.03 0.01
H 1.396528 1.425947 -2.702934 0.00 -0.07 0.08
H 0.025015 -0.929364 -4.113320 0.17 0.01 0.17
H -0.651951 0.578750 -3.484870 -0.04 0.08 0.08
H -1.278413 -0.970865 -2.911209 0.04 0.04 -0.01
H 1.608221 -2.230637 -2.563739 -0.17 0.04 0.00
H 0.059535 -2.374042 -1.690887 0.06 0.06 -0.10
H 2.740696 -1.466168 -0.533418 -0.14 -0.03 0.10
H 1.872226 -2.978804 -0.259010 0.03 0.22 -0.03
H 2.278404 -1.632262 5.741343 0.02 -0.08 0.19
Cl 1.985861 7.724355 -0.350452 0.15 0.35 0.05
C 1.256702 6.173460 -0.451978 0.33 -0.87 0.27
C -0.037020 6.045975 -0.989790 0.43 -0.10 0.09
C -0.596929 4.812649 -1.130989 0.00 -0.69 -0.07
C 0.084819 3.606396 -0.755267 1.19 1.54 0.74
O -0.454492 2.492891 -1.001789 -1.42 -3.04 -0.14
C 1.371910 3.775237 -0.117215 -0.83 -0.84 -0.18
C 2.095936 2.671377 0.436064 -0.14 1.60 -0.13
O 1.835480 1.472234 0.347482 -1.29 -1.68 0.39
C 1.930003 5.053962 -0.008392 -0.19 1.13 -0.12
H -0.560240 6.937245 -1.299886 -0.11 0.05 -0.04
H -1.573616 4.696288 -1.570855 -0.17 -0.02 -0.05
H 2.975662 2.962160 1.036099 0.14 -0.20 -0.29
H 2.916549 5.164960 0.414764 0.13 0.04 0.12
S -2.488695 -0.736124 -0.547685 2.36 0.69 0.28
C -3.158855 0.511390 0.442062 -0.22 0.16 0.11
C -4.508272 0.633012 0.767403 0.24 0.27 0.08
C -4.874372 1.658164 1.621272 0.22 -0.15 -0.10
C -3.902472 2.534992 2.091181 0.36 0.03 -0.11
C -2.585982 2.357300 1.686850 -0.42 0.57 0.61
N -2.230989 1.364005 0.892320 1.00 -1.08 0.07
H -5.224780 -0.061691 0.359965 -0.06 -0.09 0.01
H -5.902006 1.763490 1.931933 -0.11 0.05 -0.01
H -4.149171 3.336942 2.767934 -0.02 0.09 0.00
H -1.797488 3.017682 2.020885 0.02 0.03 0.03
```
Positions in Å, forces in eV/Å.

Löwdin population analysis, charges in e, atoms 1 to 5: 1.283 -0.069 -0.324 -0.089 -0.178



Number 1: calculated total energy -21453.62406 Eh, largest force on an atom 0.0403 hartree/bohr. Number 2: calculated total energy -4652.68410 Eh, largest force on an atom 0.0616 hartree/bohr. Number 3: calculated total energy -2526.33812 Eh, largest force on an atom 0.0825 hartree/bohr.